{"formula": "C26H15BrN2O6Ta", "method": "ωB97M-V/def2-TZVPD", "lumo_ev": -4.50, "total_energy_ha": -4191.6998, "fmax_ev_per_a": 0.87, "relative_energy_kj_mol": 2.9, "charge": 1, "homo_lumo_gap_ev": 6.9, "symbols": ["Ta", "C", "C", "C", "C", "C", "H", "H", "H", "H", "H", "Br", "C", "C", "C", "C", "O", "C", "C", "N", "C", "C", "C", "C", "C", "C", "C", "C", "N", "C", "C", "H", "H", "H", "H", "H", "H", "H", "H", "H", "H", "O", "C", "C", "O", "C", "C", "O", "C", "O", "O"], "xyz": [[0.03285, 0.76134, 0.86347], [2.20179, 1.75689, 1.24654], [1.89914, 2.05424, -0.11315], [0.79529, 2.92586, -0.11904], [0.42525, 3.18054, 1.22591], [1.31079, 2.48102, 2.06510], [3.02131, 1.14548, 1.58557], [2.40656, 1.64026, -0.97095], [0.28476, 3.30017, -0.99398], [-0.40879, 3.78449, 1.54635], [1.27211, 2.44501, 3.14151], [-4.47529, 3.53714, -4.61483], [-3.58542, 2.91783, -3.07645], [-4.00840, 3.34484, -1.80981], [-3.37176, 2.90007, -0.67282], [-2.28752, 2.02908, -0.76675], [-1.67443, 1.60470, 0.32678], [-1.86304, 1.59542, -2.03064], [-0.82940, 0.61844, -2.20827], [-0.01437, 0.13745, -1.32606], [0.85978, -0.93842, -1.69064], [1.00305, -1.48062, -2.94049], [1.86396, -2.57361, -3.16854], [2.56954, -3.13054, -2.14286], [2.44840, -2.59340, -0.84105], [3.13190, -3.12854, 0.27323], [2.96845, -2.56797, 1.50619], [2.12970, -1.45224, 1.63344], [1.47934, -0.92496, 0.61069], [1.60607, -1.49079, -0.62877], [-2.53749, 2.04315, -3.18441], [-4.84562, 4.02448, -1.72826], [-3.70115, 3.20949, 0.31028], [-0.75575, 0.23237, -3.22039], [0.45289, -1.09456, -3.78647], [1.94573, -2.97286, -4.16975], [3.21867, -3.98030, -2.30714], [3.77825, -3.98674, 0.13656], [3.46881, -2.95847, 2.38004], [1.99470, -0.97220, 2.59409], [-2.21851, 1.68989, -4.15721], [-1.90774, -3.78381, 4.65185], [-1.57926, -2.89930, 3.92956], [-1.88861, -2.78530, 2.40848], [-2.47282, -3.57325, 1.72533], [-1.25874, -1.50133, 2.02960], [-0.65777, -0.89323, 3.07519], [-0.02582, 0.26541, 2.80038], [-0.74792, -1.64679, 4.32999], [-0.27600, -1.40437, 5.40457], [-1.17748, -0.89144, 0.86800]], "forces_ev_per_a": [[-0.7, 0.2, -0.5], [0.3, 0.2, -0.1], [-0.1, -0.2, 0.4], [0.0, 0.0, 0.1], [0.0, 0.0, -0.2], [0.0, -0.1, 0.1], [0.0, 0.0, 0.0], [0.0, 0.1, 0.0], [0.0, 0.0, 0.0], [0.0, 0.0, 0.0], [0.0, 0.0, 0.0], [0.0, 0.0, 0.0], [0.0, 0.0, 0.1], [0.1, -0.1, -0.1], [-0.1, 0.1, 0.2], [0.1, 0.0, 0.2], [0.3, -0.2, 0.1], [0.2, -0.2, -0.1], [0.0, 0.0, 0.0], [0.1, 0.0, 0.3], [-0.1, 0.1, 0.0], [0.0, 0.0, -0.1], [0.0, 0.1, 0.0], [0.0, 0.0, 0.0], [0.1, -0.1, 0.0], [0.0, 0.0, 0.0], [0.0, 0.0, 0.0], [0.0, -0.1, 0.0], [0.0, 0.0, 0.0], [0.0, 0.1, 0.2], [0.0, 0.0, 0.0], [0.0, 0.0, 0.0], [0.0, 0.0, 0.0], [-0.1, 0.0, 0.0], [0.0, 0.0, 0.0], [0.0, 0.0, 0.0], [0.0, 0.0, 0.0], [0.0, 0.0, 0.0], [0.0, 0.0, 0.0], [0.0, 0.0, 0.0], [0.0, 0.0, 0.0], [0.0, 0.0, 0.0], [-0.1, 0.0, 0.0], [0.0, 0.0, 0.1], [0.0, 0.0, 0.0], [0.0, 0.1, -0.4], [0.2, 0.2, 0.3], [-0.1, -0.1, -0.2], [0.0, 0.1, -0.1], [0.0, 0.0, 0.0], [-0.1, -0.2, 0.1]]}

{"formula": "C26H15Cl5GeN3RhS2", "method": "ωB97M-V/def2-TZVPD", "lumo_ev": [-4.03, -4.16], "total_energy_ha": -6448.7499, "fmax_ev_per_a": 0.97, "relative_energy_kj_mol": 178.8, "multiplicity": 2, "charge": 1, "s2": 0.758, "homo_lumo_gap_ev": [6.6, 6.7], "symbols": ["Rh", "S", "C", "C", "C", "C", "C", "C", "N", "C", "C", "C", "C", "C", "C", "C", "C", "N", "C", "C", "C", "C", "C", "S", "C", "H", "H", "H", "H", "H", "H", "H", "H", "H", "H", "H", "H", "Cl", "Ge", "Cl", "Cl", "Cl", "C", "C", "C", "C", "C", "Cl", "C", "N", "H", "H", "H"], "xyz": [[0.06854, 0.46718, 0.07927], [2.75410, 4.45849, 2.94397], [3.40778, 5.51229, 4.11196], [2.71821, 5.46013, 5.28374], [1.63717, 4.55134, 5.23176], [1.51549, 3.92239, 4.02322], [0.51839, 2.93544, 3.62689], [0.70335, 2.12388, 2.49130], [-0.13940, 1.19137, 2.10723], [-1.26851, 0.95000, 2.82171], [-1.58862, 1.78511, 3.90422], [-2.87984, 1.67922, 4.52271], [-3.81234, 0.84321, 4.03514], [-3.51299, -0.05208, 2.95321], [-4.49139, -0.88768, 2.41048], [-4.19510, -1.74899, 1.37354], [-2.85188, -1.83313, 1.01064], [-1.91039, -1.07237, 1.55116], [-2.20961, -0.06767, 2.43371], [-5.19849, -2.59375, 0.73270], [-6.46411, -2.87645, 1.16614], [-7.17151, -3.73665, 0.29659], [-6.43468, -4.09369, -0.79052], [-4.89184, -3.37539, -0.77659], [-0.66797, 2.76072, 4.30247], [4.26727, 6.11683, 3.87099], [2.97559, 6.04793, 6.15234], [0.98307, 4.35526, 6.07107], [1.58336, 2.25292, 1.87024], [-3.10172, 2.33432, 5.35558], [-4.80867, 0.81278, 4.45719], [-5.50162, -0.82831, 2.79509], [-2.47168, -2.56742, 0.31406], [-6.87607, -2.50294, 2.09408], [-8.17926, -4.08312, 0.47060], [-6.72206, -4.73504, -1.60805], [-0.91631, 3.40702, 5.13558], [-1.99505, 1.29194, -0.72477], [-0.18692, 0.49556, -2.19705], [0.06065, 2.06593, -3.61014], [-1.03251, -1.08531, -3.36018], [-1.62304, -3.04077, 3.64843], [-0.01450, -2.47524, 3.29185], [0.97047, -2.86687, 4.18410], [2.29888, -2.55367, 3.96716], [2.63521, -1.83114, 2.83900], [1.63539, -1.42498, 1.98218], [2.13348, -0.48647, 0.57681], [0.27086, -1.71351, 2.14094], [-0.60918, -1.31723, 1.14088], [0.67812, -3.44745, 5.04847], [3.05989, -2.87485, 4.66334], [3.66335, -1.56763, 2.62825]], "forces_ev_per_a": [[0.2, 0.6, 0.6], [-0.1, 0.0, 0.0], [0.0, 0.0, 0.0], [0.0, 0.1, 0.1], [-0.2, -0.1, 0.1], [0.2, 0.1, -0.1], [-0.1, -0.1, -0.1], [0.1, 0.0, 0.1], [-0.1, -0.2, -0.1], [0.2, 0.2, 0.1], [-0.2, -0.2, 0.0], [0.0, 0.1, 0.1], [-0.1, 0.0, 0.0], [0.2, 0.2, 0.1], [-0.1, 0.0, 0.0], [0.0, 0.1, 0.0], [0.0, -0.1, -0.2], [-0.1, 0.2, 0.1], [-0.2, -0.2, -0.1], [0.0, -0.1, -0.3], [0.0, 0.1, 0.2], [-0.1, -0.1, 0.0], [0.0, 0.0, -0.1], [0.1, 0.0, 0.1], [0.0, 0.1, 0.1], [0.0, 0.0, 0.0], [0.0, 0.0, 0.0], [0.0, 0.0, 0.0], [0.0, 0.0, 0.0], [0.0, 0.0, 0.0], [0.0, 0.0, 0.0], [0.0, 0.0, 0.0], [0.0, 0.0, 0.0], [0.0, 0.0, 0.0], [0.0, 0.0, 0.0], [0.0, 0.0, 0.0], [0.0, 0.0, 0.0], [0.0, 0.1, 0.0], [-0.5, -0.4, -0.8], [0.1, 0.0, 0.1], [0.0, 0.0, 0.0], [0.0, 0.0, 0.0], [0.0, 0.0, 0.0], [0.0, 0.0, 0.0], [0.0, 0.0, 0.1], [0.1, 0.1, -0.1], [0.0, -0.1, 0.1], [0.2, 0.0, 0.0], [0.0, -0.1, 0.1], [0.2, -0.1, -0.4], [0.0, 0.0, 0.0], [0.0, 0.0, 0.0], [0.0, 0.0, 0.0]]}

{"formula": "C26H15F9N6O3ReS", "method": "ωB97M-V/def2-TZVPD", "lumo_ev": [-6.87, -7.78], "total_energy_ha": -2928.8818, "fmax_ev_per_a": 4.51, "relative_energy_kj_mol": 0.0, "multiplicity": 4, "charge": 2, "s2": 3.771, "homo_lumo_gap_ev": [7.6, 6.8], "symbols": ["Re", "O", "C", "N", "C", "O", "C", "C", "C", "C", "C", "N", "C", "C", "C", "C", "C", "N", "H", "H", "H", "H", "H", "H", "H", "H", "N", "C", "C", "C", "C", "C", "C", "N", "C", "C", "C", "S", "C", "N", "H", "H", "H", "H", "H", "H", "H", "F", "C", "F", "F", "C", "O", "C", "F", "F", "F", "C", "F", "F", "F"], "xyz": [[-0.07385, -0.19808, -0.28143], [-2.83366, 2.23053, 1.33709], [-2.05778, 1.67080, 0.57896], [-1.57546, 0.32383, 0.75724], [-1.91801, -0.37133, 1.98461], [-2.62018, 0.12023, 2.86410], [-1.23093, -1.67846, 2.06267], [-1.36123, -2.62525, 3.07076], [-0.51914, -3.75726, 3.01537], [0.36556, -3.91050, 1.98592], [0.46317, -2.94325, 0.99330], [-0.24536, -1.81060, 1.06729], [-1.45502, 2.29187, -0.59018], [-1.84665, 3.51842, -1.01970], [-1.20929, 4.06575, -2.17145], [-0.11870, 3.36392, -2.75352], [0.23582, 2.11480, -2.25412], [-0.43585, 1.60532, -1.21854], [-2.14150, -2.51080, 3.85804], [-0.56446, -4.49881, 3.86251], [0.99675, -4.77771, 1.95048], [1.14906, -3.05473, 0.14844], [-2.61253, 3.98727, -0.43786], [-1.57947, 5.02397, -2.52629], [0.41904, 3.78713, -3.55839], [0.99404, 1.45316, -2.68982], [3.50269, 1.01901, 1.47044], [2.80030, 1.58588, 2.52328], [3.17772, 2.44292, 3.58212], [2.20480, 3.01531, 4.37225], [0.83892, 2.75907, 4.21980], [0.40698, 1.97948, 3.09396], [1.39178, 1.39347, 2.28116], [1.27284, 0.76832, 0.98040], [2.55562, 0.54408, 0.56977], [2.83780, -0.18188, -0.57688], [4.05981, -0.51264, -1.10585], [3.95592, -1.20821, -2.66626], [2.27040, -1.38487, -2.36307], [1.78680, -0.88842, -1.20618], [4.50214, 0.89738, 1.27925], [4.22596, 2.65922, 3.74250], [2.62495, 3.55521, 5.26589], [0.14252, 3.09758, 4.95961], [-0.65600, 1.86736, 2.92506], [5.00204, -0.32554, -0.66254], [1.74616, -1.80705, -3.17393], [-3.21539, -1.23510, -0.81318], [-3.05632, -1.07041, -2.12376], [-4.19081, -1.60096, -2.65257], [-3.09297, 0.27484, -2.40201], [-1.77868, -1.60606, -2.61246], [-0.71575, -1.21423, -1.76588], [-1.80464, -3.14543, -2.48130], [-2.15941, -3.48565, -1.22986], [-2.54507, -3.81345, -3.33547], [-0.55843, -3.65548, -2.60344], [-1.48434, -1.17293, -4.00778], [-2.56769, -1.41305, -4.80143], [-1.28472, 0.18626, -4.16151], [-0.42034, -1.74423, -4.55563]], "forces_ev_per_a": [[1.4, -1.5, -0.7], [1.3, -0.6, -1.7], [-1.6, -0.8, 2.7], [-2.1, 1.5, 2.2], [-1.7, 2.2, 1.1], [1.6, -1.7, -1.8], [1.9, -0.7, -0.6], [-0.5, 0.1, -0.3], [-0.8, 0.0, 1.8], [0.3, -0.1, -0.4], [0.1, 0.3, 0.2], [-1.3, -0.8, 0.9], [1.6, 0.1, -1.6], [0.8, 0.4, -1.3], [0.4, -1.0, 0.9], [-1.5, 0.4, 1.1], [-0.6, 0.1, 0.1], [-0.8, 0.4, 0.6], [0.8, 0.0, -0.7], [0.0, 0.8, -1.2], [0.2, -0.2, -0.1], [-0.3, 0.1, 0.3], [-0.4, 0.5, -0.1], [0.4, -0.2, -0.2], [0.4, 0.3, -0.8], [-0.2, 0.6, 0.1], [-1.6, -0.9, -1.8], [-1.5, 1.2, 0.9], [0.4, -0.8, -1.2], [0.8, -0.1, 1.7], [0.3, -1.4, -2.0], [0.8, 0.7, 1.4], [0.8, 0.5, -1.2], [2.5, -0.1, 1.2], [-0.5, 1.7, 3.9], [1.3, -3.4, -2.1], [-0.3, 1.1, -0.2], [-1.3, -0.4, 1.6], [0.2, 0.8, 1.0], [2.0, 1.5, -2.0], [-0.6, 0.4, 0.6], [0.0, 0.0, 0.1], [-0.9, -0.3, -1.1], [-0.4, 0.3, 0.0], [0.0, -0.1, -0.1], [0.8, 0.5, 0.1], [-1.3, -0.6, -0.3], [0.5, 0.3, 0.2], [-4.1, 1.8, 0.3], [1.5, 0.2, -0.2], [0.0, -0.9, 0.6], [2.2, -1.1, 1.6], [-1.4, -0.7, -1.8], [1.0, -2.0, 0.5], [-0.4, 0.3, -0.1], [-0.5, 0.6, -0.2], [0.3, 0.6, -0.3], [-1.1, 2.1, -3.6], [1.0, -0.3, 0.8], [0.3, -1.2, 0.9], [0.0, -0.4, 0.5]]}

{"formula": "C26H16Cl4N4OV", "method": "ωB97M-V/def2-TZVPD", "lumo_ev": [-11.77, -11.85], "total_energy_ha": -4078.3956, "fmax_ev_per_a": 1.67, "relative_energy_kj_mol": 0.0, "charge": 3, "homo_lumo_gap_ev": [5.4, 5.3], "symbols": ["V", "Cl", "C", "C", "C", "C", "O", "C", "C", "N", "C", "C", "C", "C", "C", "C", "C", "C", "N", "C", "C", "H", "H", "H", "H", "H", "H", "H", "H", "H", "H", "C", "C", "C", "C", "C", "C", "C", "C", "N", "H", "H", "H", "H", "H", "H", "Cl", "C", "Cl", "Cl", "C", "N"], "xyz": [[-0.12563, -0.12215, -0.38297], [-3.69681, -5.82729, -3.01627], [-2.80354, -4.43279, -2.61103], [-2.10268, -3.74302, -3.61106], [-1.36603, -2.60228, -3.31855], [-1.34856, -2.17947, -2.00153], [-0.64389, -1.06744, -1.63685], [-2.03708, -2.84264, -0.96688], [-2.04348, -2.32157, 0.36270], [-1.34625, -1.30514, 0.74734], [-1.53381, -0.74541, 2.03743], [-1.89280, -1.38851, 3.19752], [-2.12178, -0.63127, 4.36613], [-2.02899, 0.73695, 4.35337], [-1.66658, 1.41926, 3.16189], [-1.63117, 2.82146, 3.02305], [-1.33718, 3.37850, 1.79789], [-1.02408, 2.54894, 0.72303], [-1.01940, 1.21854, 0.81668], [-1.38032, 0.65040, 2.01736], [-2.78113, -3.98204, -1.29367], [-2.14712, -4.10420, -4.62950], [-0.83733, -2.06491, -4.09251], [-2.70969, -2.79334, 1.08477], [-2.00086, -2.46432, 3.23478], [-2.39561, -1.14707, 5.27516], [-2.24162, 1.31011, 5.24550], [-1.85833, 3.45188, 3.87306], [-1.33818, 4.44949, 1.65439], [-0.77151, 2.96717, -0.24193], [-3.33484, -4.51238, -0.53152], [1.29881, -1.27429, 0.65339], [2.23346, -0.29093, 0.20704], [3.08474, -0.54505, -0.90673], [4.03939, 0.37175, -1.26654], [4.14507, 1.57332, -0.54368], [3.32918, 1.84468, 0.56914], [2.38624, 0.92235, 0.94415], [5.09765, 2.54875, -0.95713], [5.83966, 3.34139, -1.32555], [0.98958, -1.27185, 1.69774], [1.33583, -2.26778, 0.20420], [2.98294, -1.47306, -1.45579], [4.71170, 0.18613, -2.09271], [3.46832, 2.76491, 1.11875], [1.77316, 1.09730, 1.82302], [2.84882, 2.46985, -4.15591], [1.62893, 3.26350, -3.15252], [0.27479, 3.86434, -4.10723], [2.34186, 4.51935, -2.12457], [1.10195, 2.23475, -2.23500], [0.65423, 1.44515, -1.53183]], "forces_ev_per_a": [[1.4, 0.5, 0.8], [0.0, 0.0, 0.0], [0.0, 0.1, 0.1], [0.0, 0.0, 0.1], [-0.2, -0.1, 0.3], [-0.2, -0.3, -0.1], [0.1, -0.4, -0.8], [0.0, -0.1, -0.4], [-0.1, -0.3, -0.1], [0.0, 0.1, 0.1], [-0.1, 0.2, 0.3], [0.1, 0.1, -0.1], [0.0, 0.1, 0.0], [0.0, 0.0, -0.1], [0.0, -0.2, 0.0], [0.0, 0.0, -0.1], [0.0, -0.1, -0.1], [0.0, 0.4, 0.0], [0.0, 0.0, 0.1], [-0.2, -0.1, 0.3], [0.1, 0.0, -0.3], [0.0, 0.0, 0.0], [0.0, 0.0, 0.0], [0.0, 0.0, -0.1], [0.0, 0.0, 0.0], [0.0, 0.0, 0.0], [0.0, 0.0, 0.0], [0.0, 0.0, 0.0], [0.0, 0.0, 0.0], [0.0, 0.0, 0.1], [0.0, 0.0, 0.0], [-0.1, -0.3, 0.2], [-0.5, -0.1, -0.1], [-0.1, 0.1, -0.2], [-0.1, -0.1, 0.0], [-0.1, -0.1, 0.0], [-0.1, -0.1, 0.0], [0.1, 0.1, 0.0], [-0.1, -0.2, 0.0], [0.2, 0.3, -0.1], [0.0, 0.1, -0.1], [-0.1, 0.1, 0.0], [0.0, 0.0, 0.0], [0.0, 0.0, 0.0], [0.0, 0.0, 0.0], [0.0, 0.0, 0.0], [-0.1, 0.1, 0.1], [0.1, 0.1, -0.1], [0.2, -0.1, 0.2], [-0.1, -0.1, -0.2], [-0.3, -0.2, 0.1], [0.0, 0.3, -0.3]]}